# 1
DFT (ωB97M-V/def2-TZVPD) results for a molecular structure, C38H34AgN3P2Se.

```
79
Properties=species:S:1:pos:R:3:mulliken_charge:R:1
C -0.00478 -11.60523 22.92779 -0.60
P -4.78382 -8.83014 21.85238 0.91
H -1.02451 -14.16651 15.47047 0.44
H 1.32084 -13.43249 15.81346 0.36
Ag -3.84727 -10.05189 19.70106 0.36
C -2.15247 -8.24271 17.73001 -0.36
C -5.89020 -6.90714 23.57250 -0.34
C 1.27793 -8.20367 18.85974 -0.55
H -2.66968 -7.23172 23.13540 0.50
H -1.24089 -10.47484 21.52498 0.18
H -6.53494 -5.46976 25.07147 0.25
H -5.14428 -6.41222 20.34828 0.27
H -4.52758 -11.06378 23.78109 -0.06
C -1.93556 -8.41531 24.79036 -0.59
C 0.05224 -8.29403 18.23466 0.70
H -6.98219 -9.41876 21.47536 0.51
C 2.23329 -9.28915 16.94372 -0.56
H -1.16782 -7.64035 25.02304 0.30
C -3.94835 -13.50951 19.73626 -0.58
H -6.00838 -4.08338 20.90350 0.33
C -4.88363 -12.90800 20.78887 -0.08
H -6.61209 -9.92657 23.16950 0.37
C -3.90130 -10.24105 24.18277 -0.05
C -1.54758 -7.09570 19.78762 -0.74
H -4.46353 -13.45367 18.75090 0.37
H -1.90978 -14.65292 21.50030 0.41
H -2.67862 -6.90768 19.76604 -0.12
C -0.96432 -11.44133 21.90883 -0.03
N -5.22981 -11.59707 20.68285 -0.37
C -5.93196 -4.87774 21.68668 -0.51
C -3.72005 -9.13150 23.34956 0.69
C -6.29168 -5.61964 23.95209 -0.51
H 3.12506 -9.74197 16.49622 0.40
C -5.95544 -11.32497 21.77359 0.06
H -3.01329 -11.43203 25.82767 0.34
H 0.55885 -10.76111 23.28998 0.47
C -1.33388 -13.84038 21.83627 -0.31
C -0.46877 -13.97603 22.91200 -0.61
C -2.78404 -8.18153 23.66007 -0.42
H 1.35529 -7.75834 19.81674 0.53
H -5.37632 -14.54465 22.26286 0.37
N -1.47121 -8.93874 16.74362 0.08
H -1.98530 -9.36343 15.99202 0.29
H -1.27775 -7.68543 20.66481 0.38
C -1.31905 -12.87331 18.57953 0.71
H -0.96785 -6.17286 19.81014 0.40
Se -3.95372 -8.12603 17.79386 -0.40
C -5.38788 -13.47747 21.96738 -0.92
P -2.51391 -12.34287 19.81968 0.54
C 0.53691 -13.33221 16.57641 -0.30
H -0.17768 -14.99908 23.23102 0.31
H -6.73596 -12.56091 23.51076 0.36
C -1.72632 -13.38757 17.34195 -0.39
C -0.76527 -13.72408 16.38829 -0.95
C -2.00621 -9.58433 25.58472 -0.80
C -6.26740 -9.92088 22.13344 -0.95
N -1.19257 -7.80511 18.58112 0.30
C -1.57613 -12.56167 21.30085 0.62
C 0.03549 -12.57361 18.78055 -0.66
H -3.62856 -14.53176 19.98705 0.40
H 0.91578 -9.94753 15.36045 0.45
H 1.95724 -12.42740 17.80807 0.54
H -1.31266 -9.71288 26.38939 0.47
H 3.33123 -8.72688 18.70354 0.33
C -5.50137 -6.16849 21.33959 -0.12
C -2.99876 -10.49739 25.21901 -0.45
H -6.62918 -3.59157 23.36477 0.41
C 2.33218 -8.73717 18.21914 -0.68
C 0.99403 -9.44753 16.30681 -0.82
C -6.19477 -12.47741 22.54567 -0.88
H 0.30065 -12.12944 19.70689 0.47
C -0.10863 -8.96836 16.99913 0.40
C -5.49393 -7.19227 22.23779 0.16
C 0.25021 -12.89864 23.43772 -0.74
H 0.92773 -13.02885 24.27608 0.39
C -6.29510 -4.55445 23.02895 -0.53
H -5.81817 -7.70740 24.26621 0.35
H -2.78596 -13.52244 17.15857 0.39
C 0.96323 -12.75436 17.77782 -0.89
```

Results
- energy above the lowest of the compared OMol25 structures with the same formula, charge and spin (kcal/mol) = 13.5
- E_LUMO (eV) = 0.28
- highest occupied orbital energy (eV) = -6.33
- orbital gap (eV) = 6.61

# 2
DFT (ωB97M-V/def2-TZVPD) results for a gas-phase ion, C9H18N2 (charge +2).

```
29
Properties=species:S:1:pos:R:3:mulliken_charge:R:1
H 4.11563 -0.21581 0.76539 0.41
C -2.83384 0.31456 -0.17507 0.16
H -2.94883 2.25146 0.36916 0.44
H -3.41281 -1.56116 -0.14781 0.34
H 1.17750 2.17462 -0.15264 0.40
H -0.83347 -2.69800 -0.96449 0.41
C 1.97116 -0.10776 0.66555 -0.48
H -2.26991 1.97113 -1.20942 0.38
C 0.35189 -0.90973 -1.02949 -0.78
H 1.93824 0.61439 1.48662 0.42
H 1.88807 -1.12604 1.05309 0.34
N 0.91857 0.14471 -0.24836 0.45
C 3.37159 0.02008 0.00933 -1.15
H 3.53763 1.03440 -0.34216 0.36
C -1.47793 -1.51852 0.73065 -0.62
C 0.39106 1.46127 -0.42260 -0.82
H 0.13415 1.62081 -1.47376 0.56
H -0.76177 1.38981 1.44121 0.35
H 1.14933 -1.42838 -1.57744 0.27
H 3.47900 -0.67655 -0.81673 0.34
H 0.31089 -2.57558 0.36206 0.36
C -0.40585 -2.00812 -0.23485 -0.56
H -1.05611 -0.80066 1.43462 0.24
H -0.33291 -0.47554 -1.76206 0.51
C -2.25293 1.59375 -0.17721 -0.46
N -2.66398 -0.89658 0.07549 -0.08
C -0.82942 1.84868 0.45539 -0.68
H -1.86600 -2.37175 1.28916 0.42
H -0.78894 2.93053 0.59639 0.46
```

Results
- charge = +2
- energy above the lowest of the compared OMol25 structures with the same formula, charge and spin (kcal/mol) = 49.6
- E_LUMO (spin up / spin down) (eV) = -9.21 / -10.38
- highest occupied orbital energy (spin up / spin down) (eV) = -18.45 / -17.94
- orbital gap (spin up / spin down) (eV) = 9.23 / 7.56

Which of these has the lowest energy above the lowest of the compared OMol25 structures with the same formula, charge and spin?
C38H34AgN3P2Se

The highest energy above the lowest of the compared OMol25 structures with the same formula, charge and spin belongs to which entry?
C9H18N2

Look up the energy above the lowest of the compared OMol25 structures with the same formula, charge and spin of the first one.
13.5 kcal/mol